Computed, not measured: 5 unconnected molecules or ions with the total composition C30H72N2, with ωB97M-V with the def2-TZVPD basis set.

The geometry in XYZ format:
```
104
Properties=species:S:1:pos:R:3
C 25.244 96.146 31.065
C 26.247 95.688 29.990
N 27.561 95.398 30.628
C 28.453 94.365 29.995
C 29.060 95.014 28.654
C 28.298 96.439 31.445
C 28.684 95.977 32.853
H 25.248 95.554 32.126
H 24.218 96.138 30.809
H 25.485 97.096 31.382
H 26.171 96.402 29.279
H 25.802 94.827 29.481
H 27.922 93.520 29.576
H 29.131 93.916 30.601
H 29.234 96.065 28.964
H 28.568 95.105 27.816
H 29.916 94.693 28.496
H 27.579 97.334 31.233
H 29.190 96.683 30.977
H 27.842 95.962 33.310
H 29.266 96.778 33.209
H 29.127 95.089 32.857
C 29.853 93.282 25.061
C 30.883 94.294 25.629
N 32.010 93.502 26.338
C 32.518 92.274 25.712
C 33.355 92.534 24.352
C 33.081 94.425 26.617
C 32.630 95.453 27.737
H 30.119 92.722 24.202
H 28.897 93.782 24.734
H 29.285 92.581 25.886
H 30.692 95.096 26.304
H 31.023 94.859 24.518
H 31.821 91.288 25.544
H 33.211 91.910 26.546
H 33.776 91.826 23.797
H 34.020 93.349 24.425
H 32.658 92.890 23.734
H 33.235 95.114 25.798
H 34.143 93.994 27.169
H 33.381 96.131 27.775
H 32.366 94.886 28.658
H 31.913 96.156 27.453
C 30.939 89.549 22.845
C 29.498 89.296 22.724
C 28.932 88.417 23.967
C 29.114 88.819 25.375
C 28.343 87.972 26.250
C 27.947 88.734 27.552
H 31.265 90.045 23.900
H 31.238 90.494 22.223
H 31.675 88.815 22.588
H 29.227 88.584 21.755
H 29.090 90.344 22.627
H 29.521 87.376 23.755
H 27.913 87.798 23.521
H 28.703 90.018 25.368
H 30.138 88.633 25.699
H 28.734 86.973 26.479
H 27.383 87.393 25.846
H 28.785 88.956 28.061
H 27.280 88.119 28.275
H 27.327 89.655 27.167
C 30.957 100.858 33.467
C 30.215 99.966 32.552
C 31.100 99.414 31.427
C 32.226 98.391 31.916
C 32.745 97.446 30.786
C 34.132 96.776 31.207
H 31.614 101.481 33.022
H 31.612 100.180 34.177
H 30.219 101.557 34.077
H 29.404 100.435 32.212
H 30.001 99.230 33.270
H 31.318 100.168 30.918
H 30.603 98.460 30.763
H 31.894 97.749 32.689
H 33.089 98.891 32.201
H 32.887 97.813 29.771
H 31.927 96.695 30.724
H 35.098 97.556 31.165
H 34.404 95.871 30.691
H 34.082 96.136 32.115
C 22.317 97.643 24.764
C 22.878 98.477 25.719
C 24.193 97.902 26.471
C 25.341 97.682 25.509
C 26.609 97.053 26.208
C 27.619 96.478 25.228
H 22.940 97.762 23.940
H 21.360 97.876 24.524
H 22.170 96.437 25.088
H 21.976 98.612 26.325
H 23.155 99.543 25.347
H 23.761 96.937 26.974
H 24.464 98.311 27.447
H 25.726 98.629 25.053
H 25.269 97.087 24.717
H 26.458 96.349 26.881
H 27.087 97.700 26.762
H 28.283 97.107 24.599
H 27.285 95.710 24.560
H 28.278 96.073 25.962
```

## Properties
HOMO-LUMO gap	0.311	hartree
strongest force on any atom	0.2314	Eh/bohr
LUMO energy	0.8	eV
E_tot	-1295.0953	a.u.
ΔE to the lowest compared entry with this formula, charge and spin	128.9	kcal/mol

=====

Computed, not measured: 7 unconnected molecules or ions with the total composition C30H72NO8, with ωB97M-V with the def2-TZVPD basis set.

The geometry in XYZ format:
```
111
Properties=species:S:1:pos:R:3
C 0.910 0.599 0.170
C -0.664 0.458 -0.269
O -1.394 -0.642 0.380
C -0.669 -1.921 0.299
O -0.788 -2.773 -0.756
C 0.334 -2.467 1.520
C -0.475 -3.567 2.457
C 0.490 -4.871 2.747
N 0.324 -5.975 1.696
H 1.578 -0.331 -0.153
H 1.417 1.534 -0.373
H 1.054 0.695 1.351
H -0.713 0.442 -1.449
H -1.197 1.477 0.052
H 0.624 -1.494 2.145
H 1.281 -3.034 1.103
H -0.678 -3.013 3.489
H -1.472 -3.821 1.892
H 0.345 -5.337 3.831
H 1.621 -4.493 2.705
H -0.719 -5.964 1.497
C -3.906 -0.774 2.426
C -4.401 -1.242 3.783
O -3.497 -0.952 4.849
C -3.196 0.424 5.066
C -4.414 1.267 5.399
H -2.933 -1.223 2.198
H -4.616 -1.058 1.642
H -3.781 0.310 2.388
H -4.518 -2.330 3.760
H -5.392 -0.832 4.006
H -2.654 0.832 4.208
H -2.501 0.461 5.915
H -5.139 1.277 4.581
H -4.120 2.302 5.598
H -4.925 0.870 6.284
C -5.445 3.031 -1.363
C -5.940 2.564 -0.005
O -5.037 2.854 1.061
C -4.736 4.230 1.278
C -5.954 5.073 1.611
H -4.472 2.583 -1.591
H -6.155 2.748 -2.146
H -5.321 4.116 -1.400
H -6.057 1.475 -0.028
H -6.932 2.974 0.218
H -4.193 4.638 0.420
H -4.041 4.267 2.126
H -6.679 5.083 0.793
H -5.659 6.108 1.810
H -6.465 4.676 2.495
C 4.186 4.538 -3.564
C 4.516 3.220 -2.886
O 3.370 2.541 -2.372
C 2.371 2.180 -3.322
C 2.875 1.245 -4.407
H 3.660 5.204 -2.872
H 5.102 5.033 -3.901
H 3.541 4.398 -4.434
H 5.171 3.418 -2.031
H 5.077 2.559 -3.556
H 1.915 3.077 -3.750
H 1.577 1.670 -2.761
H 3.663 1.707 -5.009
H 2.059 0.967 -5.081
H 3.293 0.334 -3.966
C 1.088 5.062 -1.716
C -0.383 5.265 -2.031
O -1.249 4.417 -1.277
C -1.195 4.559 0.140
C -1.557 5.951 0.624
H 1.377 4.019 -1.885
H 1.707 5.706 -2.350
H 1.318 5.298 -0.674
H -0.553 5.025 -3.087
H -0.676 6.313 -1.904
H -0.215 4.251 0.514
H -1.919 3.845 0.553
H -0.860 6.706 0.253
H -1.542 5.991 1.718
H -2.558 6.231 0.276
C 1.541 -4.606 -1.650
C 1.885 -5.149 -3.026
O 2.201 -6.541 -3.025
C 1.176 -7.422 -2.572
C -0.095 -7.350 -3.399
H 2.366 -4.782 -0.951
H 1.349 -3.529 -1.703
H 0.653 -5.085 -1.233
H 2.773 -4.628 -3.399
H 1.084 -4.944 -3.745
H 0.970 -7.248 -1.512
H 1.584 -8.438 -2.643
H -0.554 -6.359 -3.356
H -0.830 -8.075 -3.034
H 0.119 -7.565 -4.452
C 5.756 -3.275 2.576
C 4.543 -3.305 1.662
O 4.289 -2.059 1.014
C 5.324 -1.563 0.169
C 5.667 -2.493 -0.980
H 5.643 -2.496 3.337
H 5.879 -4.241 3.077
H 6.675 -3.063 2.027
H 3.655 -3.531 2.262
H 4.625 -4.107 0.920
H 6.211 -1.319 0.761
H 4.961 -0.614 -0.245
H 6.048 -3.455 -0.627
H 6.435 -2.045 -1.619
H 4.779 -2.697 -1.588
```

## Properties
HOMO-LUMO gap	0.128	hartree
strongest force on any atom	0.1741	Eh/bohr
LUMO energy	2.0	eV
charge	-1
E_tot	-1842.6085	a.u.

=====

The highest HOMO-LUMO gap belongs to which entry?
C30H72N2

=====

HOMO-LUMO gap of number 2 (C30H72NO8)?
0.128 hartree